Entry 1:
11
Properties=species:S:1:pos:R:3:nbo_charge:R:1 method="wB97M-V/def2-TZVPD" e_tot_ev=-6750.917 gap_ha=0.2787 homo_energy_ev=-8.23 de_lowest_ev=4.991 mol_weight_da=79.10
N 3.75188 -0.44311 -0.14902 -0.3442
C 0.39284 0.07002 -0.03723 -0.2432
C -2.20270 -0.20427 -0.05539 -0.7247
C 1.54420 0.66380 0.38635 -0.4535
C 2.73533 -0.00308 0.19335 0.2509
C -0.89470 0.23352 -0.50626 0.2150
H 1.66674 1.76174 0.69710 0.2602
H 0.39719 -0.99280 -0.51988 0.2960
H -2.16968 -1.06239 -0.67468 0.2789
H -2.88112 0.53950 -0.35371 0.2598
H -2.34000 -0.56291 1.01938 0.2048

Entry 2:
11
Properties=species:S:1:pos:R:3:nbo_charge:R:1 method="wB97M-V/def2-TZVPD" e_tot_ev=-6752.205 gap_ha="0.2974 / 0.2974" homo_energy_ev="-8.43 / -8.43" de_lowest_ev=3.703 mol_weight_da=79.10
N 1.41173 0.55566 0.58863 -0.4182
C -0.78958 -0.22952 -1.03122 -0.1938
C 1.52873 -0.23695 -0.59427 -0.0620
C -0.96276 -0.10929 0.43738 -0.5343
C 0.24058 0.50773 1.09553 0.1521
C 0.47792 -0.41696 -1.38928 -0.0567
H 0.10052 0.95309 2.08284 0.1939
H -1.36862 -0.94241 1.03003 0.2501
H -1.58250 0.09872 -1.70150 0.2072
H -1.77291 0.66440 0.41337 0.2560
H 2.50711 -0.69336 -0.69461 0.2057

Entry 3:
11
Properties=species:S:1:pos:R:3:nbo_charge:R:1 method="wB97M-V/def2-TZVPD" e_tot_ev=-6753.477 gap_ha=0.4053 homo_energy_ev=-10.33 de_lowest_ev=2.431 mol_weight_da=79.10
N 3.27411 -0.37331 -0.19286 -0.3099
C 0.88492 0.62225 0.04416 -0.5118
C -0.07917 -0.58828 0.08795 -0.4748
C 2.25330 0.17949 -0.09073 0.2785
C -2.68452 0.00364 -0.16131 -0.2163
C -1.47326 -0.20609 -0.13221 -0.0275
H -3.65537 0.40346 -0.18849 0.2351
H 0.72192 1.18694 0.99125 0.2594
H 0.03729 -1.11678 1.10513 0.2479
H 0.09440 -1.45839 -0.64495 0.2575
H 0.62638 1.34706 -0.81794 0.2619

Entry 4:
11
Properties=species:S:1:pos:R:3:nbo_charge:R:1 method="wB97M-V/def2-TZVPD" e_tot_ev=-6750.509 gap_ha="0.2474 / 0.2473" homo_energy_ev="-7.17 / -7.16" de_lowest_ev=5.399 mol_weight_da=79.10
N 0.33269 -1.76190 -0.08435 -0.4442
C 0.99133 0.54020 0.09421 -0.2578
C -1.30939 -0.07452 -0.34782 -0.2124
C -0.37666 0.92988 0.09435 -0.3790
C 1.27534 -0.78587 -0.11374 0.0489
C -0.97573 -1.49135 -0.29866 -0.0562
H 2.31050 -1.12845 -0.15611 0.1989
H -0.67879 1.96949 0.17728 0.2540
H -2.32500 0.22231 -0.62167 0.2328
H -1.01867 0.31929 0.96935 0.3852
H 1.77437 1.26092 0.28716 0.2300

Entry 5:
11
Properties=species:S:1:pos:R:3:nbo_charge:R:1 method="wB97M-V/def2-TZVPD" e_tot_ev=-6753.623 gap_ha=0.3951 homo_energy_ev=-10.06 de_lowest_ev=2.285 mol_weight_da=79.10
N 3.42898 0.61604 -0.64942 -0.3101
C 0.23357 -0.61941 0.03885 -0.0299
C 1.45133 -0.31769 0.79596 -0.5638
C -0.88565 -0.43381 -0.36272 0.0419
C 2.56141 0.16868 -0.03155 0.2912
C -2.19037 0.15725 -0.63556 -0.6817
H -2.35558 0.35994 -1.69566 0.2409
H 1.79021 -1.13090 1.44248 0.2667
H 1.15865 0.51460 1.44558 0.2685
H -3.02080 -0.42981 -0.24176 0.2382
H -2.17175 1.11512 -0.10620 0.2382

Entry 6:
11
Properties=species:S:1:pos:R:3:nbo_charge:R:1 method="wB97M-V/def2-TZVPD" e_tot_ev=-6750.668 gap_ha=0.3311 homo_energy_ev=-8.78 de_lowest_ev=5.240 mol_weight_da=79.10
N -0.52306 -0.35466 -1.13151 -0.3595
C 1.02753 0.77534 -0.13635 -0.2825
C -0.31404 -0.91051 0.94435 -0.3147
C 0.90914 -0.70885 0.15251 -0.0348
C -1.25927 -0.52176 0.09328 -0.0284
C -0.02974 1.02141 -0.90550 -0.0652
H 1.85512 1.44824 0.27029 0.2149
H 1.76611 -1.35272 -0.07942 0.2314
H -0.49104 -1.15433 1.95470 0.2132
H -2.32748 -0.19770 0.07082 0.2089
H -0.61326 1.95554 -1.23318 0.2167

Entry 7:
11
Properties=species:S:1:pos:R:3:nbo_charge:R:1 method="wB97M-V/def2-TZVPD" e_tot_ev=-6755.787 gap_ha=0.3944 homo_energy_ev=-9.71 de_lowest_ev=0.121 mol_weight_da=79.10
N -0.67657 1.37756 0.56090 -0.4109
C -0.76143 -0.59367 -0.82906 -0.2592
C 1.13483 -0.24529 0.54406 -0.2531
C -1.33075 0.56694 -0.32342 0.0244
C 0.49805 -1.01181 -0.41983 -0.1733
C 0.56168 0.97783 0.93717 0.0298
H -1.31627 -1.13245 -1.58917 0.2167
H 1.14080 1.60619 1.60744 0.1940
H 2.10519 -0.54080 0.93362 0.2168
H -2.33556 0.86758 -0.63501 0.1988
H 0.98002 -1.87209 -0.78670 0.2161

Entry 8:
15
Properties=species:S:1:pos:R:3:nbo_charge:R:1 method="wB97M-V/def2-TZVPD" e_tot_ev=-14387.205 charge=-1 gap_ha=0.2888 homo_energy_ev=-4.34 de_lowest_ev=2.911 mol_weight_da=141.11
O 1.70039 -1.94841 0.55873 -0.3850
O 1.56101 0.94924 2.59097 -0.7977
O 2.98064 -0.80966 2.75016 -0.7373
N -1.98660 2.62513 0.94728 -0.3356
N -0.82723 2.13719 1.08676 -0.2593
C 1.23860 -0.74399 1.02271 0.1608
C 0.97375 -2.19928 -0.48441 0.0785
C 0.14253 -0.32651 0.33537 -0.3471
C -0.05820 -1.25257 -0.67294 -0.3570
C 2.05608 -0.15687 2.26539 0.7471
H 1.15818 -3.10568 -1.11572 0.1676
H -0.91415 -1.27004 -1.27738 0.1978
H -0.37470 0.54864 0.54827 0.2413
H -0.45522 2.63306 1.92751 0.3404
H -2.31849 2.25068 0.03178 0.2856

Entry 9:
13
Properties=species:S:1:pos:R:3:nbo_charge:R:1 method="wB97M-V/def2-TZVPD" e_tot_ev=-9730.727 gap_ha=0.2898 homo_energy_ev=-9.36 de_lowest_ev=4.761 mol_weight_da=107.12
N -0.53101 2.10610 1.08413 -0.3556
N 1.28090 -1.31942 0.14542 -0.2699
N 0.04645 -1.07514 -0.28645 -0.1818
C 1.99755 -2.22356 -0.45831 -0.0699
C -1.59635 0.72378 -0.50915 -0.2836
C -1.86817 1.71741 0.42500 -0.0389
C -0.33060 0.18171 -0.14896 0.1323
C 0.22604 1.22236 0.64236 0.0194
H 1.85928 -3.27599 -1.07799 0.1890
H -2.64534 2.60476 0.28461 0.2250
H 2.85400 -2.45469 0.12713 0.1699
H -2.46118 0.50016 -1.29844 0.2541
H 1.16843 1.29252 1.07065 0.2100

Entry 10:
13
Properties=species:S:1:pos:R:3:nbo_charge:R:1 method="wB97M-V/def2-TZVPD" e_tot_ev=-9732.247 gap_ha=0.3214 homo_energy_ev=-9.39 de_lowest_ev=3.241 mol_weight_da=107.12
N -2.22258 -0.47006 0.58309 -0.6151
N 1.72574 -0.77926 0.23806 -0.4745
N -0.41286 -1.68051 -0.37674 -0.4412
C 1.60673 0.49476 0.31877 0.1211
C 0.52968 1.19097 -0.23864 -0.2471
C 0.78331 -1.76000 -0.16425 0.3038
C -1.19451 -0.50662 -0.10013 0.3604
C -0.69951 0.80752 -0.49016 -0.1714
H 1.29693 -2.83144 -0.19236 0.1839
H 2.37423 1.04448 0.71971 0.1901
H -2.92218 0.43487 0.59043 0.3700
H 0.58901 2.53316 -0.11308 0.1983
H -1.45398 1.52210 -0.77469 0.2218